[1]
The following is a DFT calculation (the ωB97M-V functional and the def2-TZVPD basis) of a structure of composition C14H33N4OOsP.

```
54
Properties=species:S:1:pos:R:3:forces:R:3
Os -0.086965 0.820499 0.868153 -0.0636 -0.1382 -0.0695
C 2.539297 2.308005 1.371971 -0.0226 -0.0524 0.0302
N 1.985698 0.925742 1.206253 0.0351 0.0528 -0.0225
C 2.636481 0.281327 0.019110 0.0639 0.0060 0.0306
C 2.305507 0.157868 2.461241 -0.0320 -0.0528 -0.0099
C 1.494309 -1.111870 2.487355 0.0018 0.0771 -0.0128
N 0.037373 -0.771662 2.262129 -0.0305 0.1045 0.0985
C -0.670899 -2.033580 1.877086 -0.0003 0.0074 -0.0183
C -0.562145 -0.265745 3.547465 0.0001 -0.0249 -0.0076
H 3.605233 2.236356 1.593822 -0.0002 0.0040 0.0071
H 2.034794 2.811167 2.196009 0.0080 -0.0001 -0.0166
H 2.408858 2.863282 0.448525 0.0109 -0.0177 0.0374
H 3.712458 0.196479 0.185058 -0.0051 0.0107 0.0118
H 2.464809 0.898025 -0.860328 -0.0111 -0.0123 -0.0038
H 2.236067 -0.719251 -0.150838 -0.0005 0.0017 0.0058
H 2.081139 0.802265 3.311306 -0.0064 0.0018 -0.0054
H 3.376158 -0.054324 2.485359 -0.0031 -0.0192 0.0120
H 1.592240 -1.628816 3.443345 0.0189 -0.0016 0.0009
H 1.799947 -1.807769 1.707293 -0.0029 0.0009 -0.0168
H -0.474965 -2.793794 2.635290 0.0003 -0.0108 -0.0050
H -0.295750 -2.395460 0.919626 -0.0011 -0.0030 0.0001
H -1.743932 -1.860837 1.839201 -0.0040 0.0074 -0.0001
H -0.426987 -1.016796 4.328609 0.0058 -0.0038 -0.0095
H -1.630397 -0.102490 3.412449 0.0229 0.0047 -0.0069
H -0.075058 0.656049 3.866796 -0.0046 -0.0021 -0.0037
C -4.970501 -1.321462 -1.178855 0.0381 0.0155 -0.0320
C -4.121543 -0.458822 -0.351957 0.0048 0.0317 0.0371
C -4.517683 0.555764 0.613521 0.0218 0.0275 -0.0637
C -3.279163 1.121746 1.129257 -0.0156 0.0444 0.0442
N -2.265158 0.514451 0.563719 0.0329 -0.1263 0.0040
N -2.810812 -0.433207 -0.337326 -0.0139 0.0037 0.0410
C -3.171103 2.215593 2.117103 0.0505 0.0199 -0.0274
H -5.812825 -1.694809 -0.589118 0.0011 -0.0164 0.0145
H -4.424548 -2.146364 -1.633397 -0.0005 0.0045 -0.0058
H -5.414268 -0.708645 -1.978599 -0.0281 0.0040 0.0229
H -5.530139 0.819392 0.895484 0.0023 0.0053 -0.0048
H -2.193198 -1.017585 -0.891177 -0.0033 0.0004 -0.0130
H -3.952813 2.130970 2.873983 0.0007 -0.0135 0.0240
H -3.331226 3.174945 1.610013 -0.0494 -0.0263 0.0266
H -2.197023 2.241668 2.608328 -0.0153 0.0093 -0.0350
C 0.268003 5.013350 -0.423216 0.0120 0.0016 0.0007
P 0.114058 3.524637 -1.378636 -0.0565 -0.0139 -0.0548
C 1.571413 3.229358 -2.352774 0.0505 0.0672 -0.0050
C -1.309512 3.602013 -2.440298 0.0191 -0.0006 0.0062
O -0.094405 2.286045 -0.368452 -0.0098 0.0099 0.0487
H 0.401693 5.847893 -1.119445 -0.0129 -0.0012 -0.0002
H 1.142010 4.973093 0.226153 0.0151 0.0212 0.0270
H -0.630691 5.198232 0.167585 0.0159 -0.0096 -0.0243
H 1.637891 4.041540 -3.085006 0.0261 -0.0173 -0.0112
H 1.501946 2.287082 -2.898278 -0.0293 0.0071 -0.0092
H 2.479452 3.256476 -1.747939 -0.0312 0.0186 -0.0435
H -1.165360 4.430769 -3.140450 0.0106 0.0092 0.0021
H -2.215275 3.801609 -1.867429 -0.0002 -0.0140 0.0059
H -1.405943 2.683769 -3.020528 -0.0151 -0.0021 -0.0009
```
Forces are in eV/Å.

Output
E_HOMO (spin up / spin down) = -23.36 / -23.29 eV
⟨S²⟩ = 6.02
gap between HOMO and LUMO (spin up / spin down) = 11.11 / 6.57 eV
total charge = +4
2S+1 = 5
LUMO energy (spin up / spin down) = -12.254 / -16.723 eV
E_tot = -34773.9032 eV



[2]
The following is a DFT calculation (the ωB97M-V functional and the def2-TZVPD basis) of the molecule C4H6F2O in a non-equilibrium geometry.

```
13
Properties=species:S:1:pos:R:3:forces:R:3
C -1.443966 1.317116 1.404863 0.5454 -0.9250 1.7554
C 0.608859 0.227428 0.606070 -5.4525 1.7491 0.4070
C 1.254186 -0.445166 -0.465515 0.2840 -1.9846 -0.8285
C 0.104150 -1.200729 0.158484 -1.2208 3.1868 -1.6016
H -1.183039 1.416799 2.488469 -0.8041 0.1480 -0.5802
H -1.950122 0.401227 1.219689 -0.4410 -1.1460 0.0780
H -2.064358 2.051943 0.986876 -1.0007 1.4328 0.1401
H 1.330413 0.175595 1.316439 1.2792 0.1867 3.1512
H 2.212994 -0.831996 -0.198785 0.8894 0.1083 -0.2195
H -0.006376 -2.005285 0.798274 0.4092 -1.5586 0.9825
O -0.292537 1.420362 0.676392 4.2709 -1.9825 -2.5002
F 1.104768 -0.153734 -1.727254 -0.0130 0.5087 -2.1543
F -1.009057 -1.175495 -0.744468 1.2539 0.2765 1.3700
```
Forces are in eV/Å.

Output
E_HOMO = -9.92 eV
SMILES = CO[C@@H]1[C@H](F)[C@@H]1F
gap between HOMO and LUMO = 10.70 eV
energy relative to the best compared isomer or geometry (same formula, charge and spin) = 82.8 kcal/mol
LUMO energy = 0.782 eV
E_tot = -11724.0781 eV



[3]
The following is a DFT calculation (the ωB97M-V functional and the def2-TZVPD basis) of a structure of composition C12H14CrF4N2O2Se in a non-equilibrium geometry.

```
36
Properties=species:S:1:pos:R:3:forces:R:3
Cr -1.095114 -0.963019 -0.701002 -0.8116 -0.1258 0.5393
C -2.797948 -1.164985 1.715458 0.0134 0.0462 -0.0269
N -2.209454 -0.079034 0.914371 0.0078 -0.0609 0.0875
C -3.280042 0.822617 0.470331 0.0108 -0.0015 0.0380
C -1.230945 0.665762 1.731651 0.0339 -0.0570 -0.0384
C 0.071577 -0.109239 1.878452 0.0206 0.0295 -0.1205
N 0.386188 -0.700300 0.585743 0.2059 -0.2554 -0.0108
C 1.663328 -0.879929 0.147160 -0.1892 0.0496 0.1633
C 1.812817 -1.599490 -1.053270 -0.0610 -0.0640 -0.0704
F 0.672506 -2.083895 -1.596530 0.0888 -0.0756 -0.2204
C 3.013113 -1.845107 -1.663328 -0.0204 -0.0300 -0.0150
F 3.041054 -2.549860 -2.805442 -0.0022 0.0186 0.0197
C 4.197741 -1.385957 -1.111728 0.0836 -0.0233 -0.0714
C 4.089737 -0.690236 0.069565 0.0390 0.0696 0.1228
F 5.208534 -0.215421 0.660418 -0.0369 -0.0193 -0.0201
C 2.879534 -0.441742 0.691136 0.0913 0.0389 0.1006
F 2.915272 0.255497 1.854190 0.0588 -0.0044 -0.0085
H -3.315264 -0.752154 2.593462 0.0151 -0.0022 0.0000
H -2.013738 -1.842775 2.051858 0.0130 -0.0269 -0.0035
H -3.488505 -1.723858 1.089285 -0.0065 -0.0051 -0.0242
H -3.792558 1.260906 1.340210 0.0016 0.0042 -0.0089
H -3.979316 0.251045 -0.134636 -0.0149 -0.0144 -0.0070
H -2.846026 1.610062 -0.141133 0.0103 0.0014 -0.0120
H -1.657106 0.881340 2.721352 -0.0393 0.0689 0.0068
H -1.031299 1.606273 1.221963 0.0184 -0.0189 -0.0896
H -0.026055 -0.885185 2.648292 0.0046 -0.0393 0.0167
H 0.834706 0.584210 2.226592 -0.0352 0.0023 0.0213
H 5.152912 -1.554524 -1.587110 -0.0473 -0.0009 0.0194
Se -2.825265 -2.025199 -1.734046 0.4562 0.1690 0.1472
C 0.011207 2.928122 -1.942550 -0.0621 -0.0236 0.0986
O -0.632156 1.877857 -1.228590 -0.1359 0.0320 0.1219
C -0.455658 0.600195 -1.773725 0.3780 0.3616 -0.8745
O 0.210583 0.537982 -2.790400 -0.1187 -0.0625 0.1796
H -0.217995 3.847545 -1.404373 0.0018 0.0010 -0.0026
H -0.356397 2.989585 -2.966250 -0.0005 0.0114 -0.0393
H 1.090032 2.772915 -1.977375 0.0285 0.0071 -0.0185
```
Forces are in eV/Å.

Output
E_HOMO (spin up / spin down) = -3.20 / -3.72 eV
⟨S²⟩ = 0.79
gap between HOMO and LUMO (spin up / spin down) = 6.18 / 6.69 eV
total charge = -1
energy relative to the best compared isomer or geometry (same formula, charge and spin) = 0.0 kcal/mol
2S+1 = 2
LUMO energy (spin up / spin down) = 2.984 / 2.979 eV
E_tot = -124383.8593 eV